[1]
Molecular formula: C35H31N3OPPtS3SeTe
Method: DFT, ωB97M-V with the def2-TZVPD basis set

The geometry in XYZ format:
```
77
Properties=species:S:1:pos:R:3:forces:R:3:lowdin_charge:R:1
Pt -1.793 -1.498 -0.672 -0.3 -0.2 -0.2 0.65
S -1.721 -1.288 4.092 0.0 0.1 -0.1 0.63
C -1.418 -1.127 2.513 0.3 0.4 -0.1 -1.69
S -1.564 -2.434 1.397 0.0 -0.2 0.1 0.43
S -0.834 0.402 1.689 0.0 0.0 0.4 0.26
O -3.601 -0.573 -2.947 0.0 0.1 0.0 -0.03
N -2.436 -1.282 -2.681 0.1 -0.3 0.0 -0.16
C -2.266 -2.189 -3.570 -0.1 0.3 0.0 -0.06
C -1.180 -3.154 -3.706 0.0 -0.1 -0.2 -0.19
C -1.265 -3.936 -4.862 -0.1 0.0 0.1 -0.01
C -0.296 -4.873 -5.175 0.0 0.0 0.0 -0.04
C 0.783 -5.045 -4.327 0.0 0.0 0.0 -0.04
C 0.886 -4.272 -3.179 0.0 -0.1 0.1 -0.07
C -0.078 -3.325 -2.855 0.2 -0.1 0.0 -0.28
P 0.179 -2.269 -1.410 -0.2 0.2 0.2 0.91
C 1.178 -0.893 -2.028 -0.1 0.0 -0.1 -0.35
C 0.857 0.414 -1.671 0.1 0.0 0.0 -0.11
C 1.617 1.472 -2.151 0.0 0.0 0.0 -0.08
C 2.698 1.229 -2.984 0.0 0.0 0.0 -0.05
C 3.024 -0.074 -3.340 0.0 0.0 0.0 -0.06
C 2.266 -1.132 -2.868 0.0 0.0 0.0 -0.07
C 1.223 -3.213 -0.283 0.0 -0.1 -0.1 -0.39
C 0.772 -4.454 0.170 0.0 0.0 0.0 -0.13
C 1.546 -5.197 1.041 0.0 0.0 0.0 -0.06
C 2.771 -4.704 1.477 0.0 0.0 0.0 -0.06
C 3.222 -3.472 1.032 0.0 0.0 0.0 -0.06
C 2.452 -2.724 0.149 -0.1 0.1 0.1 -0.09
H -3.458 0.316 -2.591 0.0 0.0 0.1 0.07
H -3.028 -2.218 -4.344 0.1 0.1 -0.1 0.15
H -2.113 -3.807 -5.523 0.0 0.0 0.0 0.12
H -0.389 -5.467 -6.074 0.0 0.0 0.0 0.12
H 1.545 -5.781 -4.548 0.0 0.0 0.0 0.12
H 1.722 -4.433 -2.508 0.0 0.0 0.0 0.11
H 0.032 0.604 -0.994 0.0 0.0 0.0 0.03
H 1.366 2.485 -1.864 0.0 0.0 0.0 0.11
H 3.290 2.054 -3.356 0.0 0.0 0.0 0.11
H 3.868 -0.267 -3.989 0.0 0.0 0.0 0.11
H 2.528 -2.142 -3.157 0.0 0.0 0.0 0.11
H -0.183 -4.847 -0.161 0.0 0.0 0.0 0.11
H 1.191 -6.157 1.390 0.0 0.0 0.0 0.11
H 3.371 -5.284 2.166 0.0 0.0 0.0 0.11
H 4.173 -3.084 1.370 0.0 0.0 0.0 0.11
H 2.807 -1.756 -0.181 0.0 0.0 0.0 0.10
C 2.194 6.465 4.487 0.0 0.1 0.0 -0.04
C 1.971 5.079 3.958 0.0 -0.1 -0.1 -0.25
C 1.305 4.120 4.709 0.0 0.1 0.0 -0.01
C 1.108 2.825 4.248 -0.1 -0.1 0.1 -0.31
C 0.417 1.839 5.147 0.0 0.0 0.0 -0.09
C 1.575 2.485 2.972 0.3 -0.1 -0.1 -0.47
Te 1.504 0.467 2.315 -0.2 0.2 0.1 1.10
C 2.238 3.438 2.181 -0.1 0.0 -0.1 -0.31
C 2.763 3.189 0.790 0.0 -0.1 -0.1 -0.09
C 2.427 4.716 2.696 -0.1 0.1 0.1 -0.02
H 1.676 6.613 5.433 0.0 0.0 0.0 0.08
H 1.835 7.217 3.783 0.0 0.0 0.0 0.08
H 3.257 6.653 4.653 0.0 0.0 0.0 0.09
H 0.927 4.384 5.690 0.0 0.0 0.0 0.12
H -0.158 2.359 5.912 0.0 0.0 0.0 0.08
H 1.144 1.198 5.652 0.0 0.0 0.0 0.09
H -0.262 1.184 4.601 0.0 0.0 0.0 0.00
H 2.289 2.340 0.301 0.0 0.0 0.1 -0.01
H 3.839 2.999 0.801 0.0 0.0 0.0 0.09
H 2.602 4.076 0.176 0.0 0.0 0.0 0.08
H 2.934 5.452 2.082 0.0 0.0 0.0 0.12
Se -4.753 -1.525 1.126 0.0 0.0 -0.1 1.19
N -3.586 -0.606 0.122 0.2 -0.2 -0.1 -0.42
C -4.070 0.611 -0.075 0.0 0.0 0.0 -0.38
C -3.415 1.668 -0.771 0.0 0.1 -0.1 -0.06
C -4.066 2.855 -0.896 0.1 -0.1 0.0 -0.04
C -5.367 3.072 -0.342 -0.1 -0.1 0.1 -0.05
C -6.009 2.098 0.348 0.0 0.1 0.0 0.01
C -5.371 0.831 0.500 0.1 -0.2 0.0 -0.36
N -5.890 -0.197 1.151 0.0 0.1 0.1 -0.21
H -2.406 1.530 -1.146 0.0 0.0 0.1 0.10
H -3.584 3.672 -1.416 0.0 0.0 0.0 0.12
H -5.826 4.043 -0.468 0.0 0.0 0.0 0.11
H -6.983 2.243 0.794 0.0 0.0 0.0 0.13
```
Forces are in eV/Å.

The calculation puts the total energy at -5916.317008 hartree. The calculation puts the LUMO energy at -3.759 eV. For the strongest force on any atom, the calculation gives 0.0098 Eh/bohr. The energy above the lowest of the compared OMol25 structures with the same formula, charge and spin comes out at 0.000 eV. Its HOMO-LUMO gap is 0.2223 hartree. Its net charge is +1.


[2]
Molecular formula: C35H32BF3I2N5O6SSbSe4V
Method: DFT, ωB97M-V with the def2-TZVPD basis set

The geometry in XYZ format:
```
91
Properties=species:S:1:pos:R:3:forces:R:3:lowdin_spin:R:1
V -0.830 1.429 -2.597 -1.3 0.0 0.3 0.00
I -4.683 1.456 5.006 -0.1 0.0 0.1 0.00
C -3.269 0.774 3.647 0.2 0.0 0.0 0.00
C -3.561 -0.302 2.829 0.1 0.0 -0.1 0.00
C -2.606 -0.704 1.907 0.0 0.1 0.1 0.00
I -2.867 -2.506 0.912 -0.1 -0.1 -0.2 0.00
C -1.414 -0.006 1.755 -0.1 -0.3 -0.2 0.00
O -0.576 -0.395 0.721 0.2 0.1 0.4 0.00
C -1.092 1.031 2.618 -0.1 0.0 0.2 0.00
C 0.269 1.672 2.694 0.3 0.0 0.1 0.00
N 0.874 2.142 1.448 0.1 -0.1 -0.1 0.00
C 0.781 3.569 1.176 0.1 0.3 -0.1 0.00
C -0.617 4.142 1.066 0.0 0.1 0.0 0.00
C -0.781 5.526 0.930 -0.1 -0.3 0.0 0.00
C -2.060 6.046 0.951 -0.1 -0.1 -0.1 0.00
C -3.136 5.182 1.143 -0.1 0.1 -0.1 0.00
C -2.874 3.827 1.221 0.0 0.0 0.1 0.00
N -1.642 3.313 1.155 0.1 0.1 0.2 0.00
C -2.030 1.391 3.579 -0.2 0.0 -0.1 0.00
H -4.497 -0.830 2.910 -0.1 -0.1 0.0 0.00
H 0.217 2.475 3.444 0.0 -0.1 -0.1 0.00
H 0.933 0.901 3.107 0.0 0.1 0.0 0.00
H 1.866 1.933 1.504 -0.2 0.0 -0.1 0.00
H 1.304 4.165 1.946 -0.1 -0.1 0.0 0.00
H 1.309 3.762 0.234 0.0 0.0 0.1 0.00
H 0.080 6.167 0.806 0.1 0.1 0.0 0.00
H -2.224 7.107 0.811 0.0 0.0 0.1 0.00
H -4.159 5.548 1.213 0.2 -0.1 -0.1 0.00
H -3.686 3.112 1.340 0.2 0.1 0.0 0.00
H -1.800 2.202 4.257 0.0 0.0 0.0 0.00
C -5.634 -1.376 -3.543 0.1 0.1 0.0 0.02
C -5.387 -0.745 -2.330 0.1 0.1 0.1 0.02
C -4.087 -0.399 -1.977 -0.1 0.0 0.1 0.01
C -3.052 -0.718 -2.845 -0.2 0.5 0.0 0.00
C -3.281 -1.362 -4.058 -0.1 -0.1 0.1 0.00
C -4.582 -1.685 -4.402 0.0 0.0 0.2 0.00
N -1.756 -0.202 -2.566 1.4 -0.2 -1.0 0.00
N -0.778 -0.927 -3.055 0.0 0.0 0.3 0.00
C 0.514 -0.532 -2.773 0.4 0.4 1.0 0.00
C 1.555 -1.196 -3.461 -0.8 -0.1 0.0 0.00
C 2.834 -0.872 -3.180 0.5 0.1 0.1 0.00
C 3.110 0.131 -2.238 0.5 -0.1 -0.1 0.00
C 2.092 0.779 -1.630 -1.0 0.3 0.5 0.00
N 0.783 0.481 -1.851 -0.3 -0.9 -1.5 0.00
H -6.651 -1.598 -3.833 0.0 -0.1 0.0 0.00
H -6.200 -0.471 -1.665 0.1 -0.1 -0.1 0.00
H -3.896 0.123 -1.038 0.0 -0.1 -0.3 0.00
H -2.453 -1.579 -4.719 -0.1 0.1 0.0 0.00
H -4.778 -2.168 -5.348 0.0 0.0 -0.1 0.00
H 1.279 -1.927 -4.206 0.0 -0.1 0.0 0.00
H 3.649 -1.364 -3.692 0.0 0.0 0.0 0.00
H 4.130 0.413 -2.025 0.0 0.0 0.0 0.00
H 2.229 1.592 -0.935 0.2 0.1 0.1 0.00
Se -5.889 2.315 0.091 -0.1 -0.1 -0.4 0.00
Sb -5.234 3.261 -2.001 -0.5 -0.1 0.3 0.00
Se -5.247 5.530 -2.647 0.1 0.0 0.0 0.15
Se -6.052 2.238 -4.116 0.1 0.0 0.1 0.80
Se -2.551 2.677 -2.242 -0.1 0.8 0.8 0.00
C 3.952 -5.027 4.717 0.0 0.0 0.0 0.00
C 4.611 -4.795 3.357 0.0 0.0 0.0 0.00
C 5.908 -4.004 3.572 0.0 0.0 0.0 0.00
C 4.952 -6.161 2.744 0.0 0.0 0.0 0.00
C 3.708 -3.996 2.417 0.0 0.1 0.0 0.00
C 3.987 -3.971 1.050 0.0 0.0 0.0 0.00
C 3.239 -3.227 0.140 0.0 0.0 0.1 0.00
C 2.193 -2.501 0.652 0.1 0.0 0.0 0.00
O 1.299 -1.694 -0.012 -0.1 0.0 0.0 0.00
B 0.466 -1.213 0.990 -0.1 -0.1 -0.1 0.00
O 0.825 -1.686 2.249 0.0 0.1 -0.1 0.00
C 1.911 -2.501 2.005 0.0 0.0 0.0 0.00
C 2.641 -3.233 2.910 0.1 -0.1 -0.1 0.00
H 4.597 -5.656 5.330 0.0 0.0 0.0 0.00
H 2.992 -5.529 4.618 -0.1 -0.1 0.0 0.00
H 3.798 -4.097 5.260 0.0 0.1 0.0 0.00
H 6.579 -4.547 4.237 0.1 -0.1 0.1 0.00
H 5.700 -3.032 4.018 0.0 0.1 0.0 0.00
H 6.424 -3.840 2.627 0.0 0.0 -0.1 0.00
H 5.417 -6.799 3.495 0.1 0.0 0.0 0.00
H 5.652 -6.073 1.916 0.0 0.0 -0.1 0.00
H 4.057 -6.665 2.381 -0.1 0.0 0.0 0.00
H 4.814 -4.550 0.671 0.1 0.0 0.0 0.00
H 3.466 -3.225 -0.916 0.0 0.0 -0.1 0.00
H 2.384 -3.207 3.955 0.0 0.0 0.1 0.00
F -1.090 4.440 -5.253 -0.1 0.1 0.0 0.00
C 0.127 4.023 -5.539 0.0 -0.2 0.2 0.00
F 0.178 3.614 -6.794 0.0 0.0 -0.2 0.00
F 0.996 5.004 -5.345 0.1 0.2 0.0 0.00
S 0.598 2.632 -4.425 -1.7 -0.3 -0.1 0.00
O 0.446 3.181 -3.062 0.4 -0.7 -0.6 0.00
O 1.870 2.154 -4.832 0.1 -0.1 -0.1 0.00
O -0.589 1.637 -4.583 2.0 0.8 0.5 0.00
```
Forces are in eV/Å.

The calculation puts the total energy at -14186.270258 hartree. The calculation puts the LUMO energy (alpha / beta) at -1.921 / -2.149 eV. For the strongest force on any atom, the calculation gives 0.0430 Eh/bohr. The energy above the lowest of the compared OMol25 structures with the same formula, charge and spin comes out at 0.657 eV. As for the spin multiplicity: 2. Its HOMO-LUMO gap (alpha / beta) is 0.2265 / 0.2166 hartree.


[3]
Molecular formula: C35H32BFNO2P2PtS2
Method: DFT, ωB97M-V with the def2-TZVPD basis set

The geometry in XYZ format:
```
77
Properties=species:S:1:pos:R:3:forces:R:3:lowdin_charge:R:1
Pt -0.715 -1.104 -1.790 -0.4 -0.7 0.0 1.14
S -2.722 -0.816 -0.270 0.0 -0.2 -0.2 0.35
P -1.247 0.131 0.682 0.4 0.3 0.1 0.44
C 0.117 -0.024 -0.408 0.3 0.4 0.3 -0.69
P 1.647 0.893 -0.318 -0.3 0.1 0.0 0.43
S 3.197 0.268 -1.345 0.1 0.1 -0.1 0.31
C 2.090 0.958 1.457 0.0 0.0 0.0 -0.34
C 1.609 1.941 2.314 0.0 0.0 0.0 -0.10
C 1.917 1.908 3.669 0.0 0.0 0.0 -0.08
C 2.722 0.899 4.174 0.0 0.0 0.0 -0.09
C 3.238 -0.065 3.317 0.0 0.0 0.0 -0.08
C 2.929 -0.031 1.967 0.0 0.0 0.0 -0.11
C 1.318 2.626 -0.772 0.1 0.1 0.0 -0.34
C 2.227 3.622 -0.412 0.0 0.0 0.0 -0.10
C 2.041 4.924 -0.846 0.0 0.0 0.0 -0.09
C 0.959 5.238 -1.664 0.0 0.0 0.0 -0.09
C 0.071 4.245 -2.044 0.0 0.0 0.0 -0.07
C 0.249 2.941 -1.597 0.0 0.0 0.1 -0.08
C -0.934 -0.697 2.264 -0.1 0.0 0.0 -0.33
C 0.055 -1.672 2.330 0.0 0.0 0.0 -0.08
C 0.204 -2.439 3.476 0.0 0.0 0.0 -0.07
C -0.638 -2.241 4.560 0.0 0.0 0.0 -0.09
C -1.648 -1.290 4.489 0.0 0.0 0.0 -0.08
C -1.805 -0.530 3.340 0.0 0.0 0.0 -0.09
C -1.814 1.827 1.040 -0.1 0.0 0.0 -0.32
C -2.532 2.455 0.021 0.0 0.0 0.0 -0.11
C -2.983 3.755 0.187 0.0 0.0 0.0 -0.07
C -2.732 4.437 1.371 0.0 0.0 0.0 -0.09
C -2.032 3.813 2.392 0.0 0.0 0.0 -0.08
C -1.574 2.512 2.228 0.0 0.0 0.0 -0.11
H 0.995 2.741 1.924 0.0 0.0 0.0 0.09
H 1.532 2.678 4.327 0.0 0.0 0.0 0.10
H 2.960 0.869 5.230 0.0 0.0 0.0 0.10
H 3.882 -0.846 3.701 0.0 0.0 0.0 0.10
H 3.348 -0.764 1.289 0.0 0.0 0.0 0.07
H 3.087 3.373 0.198 0.0 0.0 0.0 0.11
H 2.745 5.694 -0.556 0.0 0.0 0.0 0.10
H 0.818 6.255 -2.007 0.0 0.0 0.0 0.10
H -0.770 4.471 -2.687 0.0 0.0 0.0 0.11
H -0.453 2.175 -1.902 0.1 0.1 0.1 0.06
H 0.692 -1.845 1.472 0.0 0.0 0.0 0.08
H 0.975 -3.199 3.512 0.0 0.0 0.0 0.10
H -0.522 -2.842 5.454 0.0 0.0 0.0 0.10
H -2.326 -1.152 5.322 0.0 0.0 0.0 0.10
H -2.622 0.177 3.274 0.0 0.0 0.0 0.11
H -2.731 1.924 -0.904 0.0 0.0 0.0 0.07
H -3.531 4.234 -0.614 0.0 0.0 0.0 0.11
H -3.088 5.452 1.499 0.0 0.0 0.0 0.10
H -1.842 4.336 3.322 0.0 0.0 0.0 0.10
H -1.026 2.036 3.030 0.0 0.0 0.0 0.09
B -3.057 -4.711 -3.999 0.1 -0.1 -0.1 -0.43
C -2.334 -3.483 -3.313 -0.1 0.0 0.1 -0.20
N -1.798 -2.612 -2.782 0.1 0.1 -0.1 -0.03
H -3.326 -5.500 -3.113 0.0 0.0 0.0 -0.01
H -2.258 -5.188 -4.787 0.0 0.0 0.0 -0.01
H -4.049 -4.303 -4.565 0.0 0.0 0.0 -0.01
C -1.332 1.146 -5.333 -0.1 0.0 0.0 0.01
C -1.359 0.775 -3.867 0.4 0.0 0.0 -0.65
O -1.915 1.460 -3.025 -0.4 -0.1 -0.1 -0.02
O -0.675 -0.311 -3.640 0.0 0.2 -0.3 -0.19
H -1.840 2.095 -5.481 0.0 0.0 0.0 0.08
H -1.825 0.363 -5.908 0.0 0.0 0.0 0.08
H -0.300 1.211 -5.677 0.0 0.0 0.0 0.08
F 2.047 -6.278 1.182 0.0 0.0 0.0 0.03
C 1.785 -5.284 0.296 0.0 0.0 0.0 -0.29
C 0.908 -5.524 -0.739 0.0 0.0 0.0 0.00
C 0.647 -4.500 -1.640 -0.1 -0.1 0.0 -0.02
C 1.248 -3.248 -1.508 0.0 0.1 -0.1 -0.28
C 0.964 -2.133 -2.459 0.1 -0.1 0.0 -0.22
C 2.138 -3.057 -0.450 0.1 0.0 0.1 -0.07
C 2.417 -4.068 0.457 0.0 0.0 0.0 -0.02
H 0.436 -6.493 -0.834 0.0 0.0 0.0 0.12
H -0.043 -4.679 -2.453 0.0 0.0 0.0 0.10
H 0.667 -2.479 -3.446 0.0 0.0 0.0 0.06
H 1.783 -1.425 -2.531 -0.1 0.0 0.0 -0.02
H 2.621 -2.091 -0.356 0.0 -0.1 0.0 0.03
H 3.112 -3.926 1.274 0.0 0.0 0.0 0.11
```
Forces are in eV/Å.

The calculation puts the total energy at -3281.397964 hartree. The calculation puts the LUMO energy (alpha / beta) at 1.425 / 1.430 eV. For the strongest force on any atom, the calculation gives 0.0167 Eh/bohr. The energy above the lowest of the compared OMol25 structures with the same formula, charge and spin comes out at 0.497 eV. Its HOMO-LUMO gap (alpha / beta) is 0.2423 / 0.2427 hartree. Its net charge is -1.